No. 1
Below is a molecular structure, C36H44N2NdSi at a distorted geometry, with properties calculated with wB97M-V/def2-TZVPD.

Structure (XYZ):
```
84
Properties=species:S:1:pos:R:3
C 0.14809 -0.60821 -0.30988
C 1.26197 -0.83980 0.55476
C 1.07776 -2.08662 1.20787
H 2.13282 -0.19649 0.64044
C -0.15472 -2.63754 0.74839
C -0.72426 -1.72737 -0.19599
H -1.61172 -1.90796 -0.80471
H 0.02168 0.23806 -0.98083
H 1.77963 -2.56574 1.89564
H -0.53828 -3.63312 0.98115
Nd -0.87423 -0.46353 1.99164
C 1.00663 2.65098 1.24049
H 0.59226 1.64832 1.43946
H 0.19920 3.36650 1.02868
H 1.55533 3.05877 2.09711
Si 2.25179 2.69215 -0.35904
C 3.31347 3.45660 -1.83437
C 3.84321 2.58991 -2.80600
H 4.28492 1.62983 -2.51900
C 3.72330 2.92754 -4.16598
H 4.00317 2.20348 -4.93141
C 3.21311 4.17746 -4.53456
H 3.04160 4.41656 -5.58756
C 2.95448 5.12969 -3.53836
H 2.64802 6.13557 -3.82063
C 3.04520 4.78827 -2.18161
H 2.82651 5.51406 -1.39372
C 3.76289 2.06057 0.73933
C 5.01680 1.86215 0.14348
H 5.26516 2.39651 -0.77464
C 5.95230 0.97284 0.70218
H 6.93381 0.87076 0.24072
C 5.61587 0.20382 1.81982
H 6.25617 -0.61360 2.15076
C 4.43118 0.49041 2.50370
H 4.17320 -0.03861 3.42317
C 3.57282 1.47941 2.01610
H 2.75011 1.76507 2.66988
H 2.07718 1.32576 -0.90750
H 1.20143 3.32711 -1.21534
C -7.29512 -2.73652 -0.78111
C -6.24068 -3.67954 -0.20100
C -6.91596 -4.61532 0.80836
C -5.64119 -4.50797 -1.34548
C -5.11728 -2.91381 0.50733
C -4.13225 -3.62730 1.20236
C -3.13255 -2.94692 1.88662
N -2.98652 -1.59468 1.79969
C -3.94696 -0.88430 1.12632
C -5.02277 -1.52244 0.49797
C -3.76554 0.57170 1.04630
C -4.84081 1.46369 0.96287
C -4.60396 2.84214 0.93641
C -3.28549 3.26779 0.71960
C -2.26941 2.32852 0.68158
N -2.46815 1.01943 1.00708
C -5.68716 3.89270 1.16393
C -5.23613 4.86172 2.26750
C -5.90221 4.68848 -0.12959
C -6.99911 3.23694 1.58853
H -8.09980 -3.32488 -1.23333
H -6.86715 -2.09935 -1.56145
H -7.73341 -2.10855 0.00148
H -7.75193 -5.13741 0.33230
H -6.22061 -5.36489 1.19829
H -7.30754 -4.03786 1.65373
H -5.15556 -3.84887 -2.07541
H -4.89780 -5.22532 -0.98150
H -6.43294 -5.06273 -1.86157
H -4.12253 -4.72070 1.21266
H -2.41116 -3.48094 2.51502
H -5.73564 -0.90504 -0.04635
H -5.84550 1.04273 1.01003
H -3.02327 4.32704 0.60122
H -1.26319 2.60051 0.36615
H -4.33975 5.41982 1.97894
H -6.03239 5.58479 2.47765
H -5.01554 4.31462 3.19162
H -6.21052 4.02309 -0.94420
H -6.68966 5.43604 0.01647
H -4.98955 5.20997 -0.43826
H -7.39385 2.59949 0.79185
H -6.85518 2.63249 2.49062
H -7.74517 4.00720 1.80554
```

As for the expectation value of S²: 3.76. As for the strongest force on any atom: 1.75 eV Å⁻¹. The calculation puts the LUMO energy (spin up / spin down) at -4.5 / -4.4 eV. As for the net charge: +1. The total energy comes out at -2358.25688 a.u. As for the HOMO-LUMO gap (spin up / spin down): 4.133 / 4.184 eV. The HOMO energy (spin up / spin down) is -8.61 / -8.62 eV. The multiplicity is 4.

No. 2
Below is a gas-phase ion, C36H44N3O5 (charge +1), with properties calculated with wB97M-V/def2-TZVPD.

Structure (XYZ):
```
88
Properties=species:S:1:pos:R:3
C 2.58388 1.62616 1.16589
C 3.02474 0.69200 2.27764
O 2.26659 -0.55216 2.37487
C 1.90287 -1.17835 1.26787
C 0.58660 -1.22975 0.78104
C -0.53920 -0.60556 1.42592
C -0.43981 0.19290 2.70863
C -0.55212 1.72588 2.49179
C 0.40677 2.57824 3.32466
C 0.62313 3.94943 2.68896
N 1.74681 4.63901 3.31662
C 1.93756 6.01183 2.93552
C 1.43379 6.47855 1.59311
O 2.50761 6.76612 3.68522
C -1.78931 -0.76094 0.85910
C -3.03179 -0.19487 1.50630
C -3.75177 -1.28546 2.35566
C -5.24677 -1.39332 2.08976
O -5.88000 -1.82232 3.26757
C -7.27669 -1.98282 3.10825
C -1.97073 -1.47873 -0.36381
C -3.30975 -1.61380 -1.04168
C -3.54663 -0.43764 -1.97826
C -2.68445 -0.16145 -3.03117
C -2.89665 0.92549 -3.85638
C -3.98001 1.76561 -3.64928
C -4.84668 1.49788 -2.60558
C -4.63040 0.40600 -1.78291
C -0.89867 -2.07773 -0.96628
C 0.37631 -1.98907 -0.40065
C 1.44600 -2.68686 -1.00730
C 2.68652 -2.66389 -0.48752
C 3.80941 -3.46761 -1.09440
C 4.00422 -3.16573 -2.56715
C 4.20514 -4.21945 -3.44693
C 4.36774 -3.96883 -4.79911
C 4.34678 -2.67451 -5.28736
C 4.16496 -1.60022 -4.42292
C 4.16882 -0.18441 -4.92796
C 3.98388 -1.87108 -3.07390
N 2.87604 -1.88557 0.63554
O 4.11837 -1.89364 1.22721
N 5.20052 -1.20504 0.43624
O 4.80886 -0.44277 -0.31536
H 3.22958 1.58055 0.29360
H 1.56480 1.44304 0.83093
H 2.65622 2.64815 1.53321
H 2.88161 1.16551 3.24216
H 4.08230 0.44558 2.23315
H -1.31186 -0.09993 3.29143
H 0.41155 -0.07384 3.31835
H -1.55796 2.05694 2.74335
H -0.44964 1.94319 1.42559
H 1.35146 2.07789 3.52729
H -0.06329 2.74474 4.29402
H -0.27933 4.53730 2.84654
H 0.73647 3.80583 1.60670
H 2.61875 4.17179 3.08575
H 1.66422 7.52998 1.47446
H 0.35334 6.35542 1.51917
H 1.86344 5.89490 0.77926
H -3.69775 0.18448 0.73962
H -2.77668 0.60215 2.18620
H -3.25861 -2.25100 2.25713
H -3.65862 -1.01690 3.40824
H -5.42711 -2.14418 1.31113
H -5.63500 -0.42547 1.74854
H -7.79321 -1.03647 3.27983
H -7.61882 -2.72999 3.81705
H -7.53140 -2.32805 2.10280
H -4.12143 -1.59554 -0.32390
H -3.34852 -2.55479 -1.58524
H -1.81649 -0.77824 -3.22100
H -2.21875 1.14099 -4.66965
H -4.13907 2.62454 -4.28343
H -5.68720 2.15047 -2.42009
H -5.32930 0.22570 -0.97558
H -1.00932 -2.64943 -1.87641
H 1.26466 -3.26503 -1.90051
H 4.72744 -3.35325 -0.52651
H 3.50825 -4.51090 -1.01258
H 4.21951 -5.23768 -3.08238
H 4.50365 -4.78957 -5.48830
H 4.46932 -2.52260 -6.35068
H 5.19105 0.13199 -5.12546
H 3.71156 0.49266 -4.21080
H 3.59664 -0.11788 -5.85087
H 3.81108 -1.03453 -2.40957
```

As for the strongest force on any atom: 0.91 eV Å⁻¹. The calculation puts the LUMO energy at -4.1 eV. As for the net charge: +1. As for the structure (SMILES): CCOc1c2c(CCCCNC(C)=O)c(CCCOC)c(Cc3ccccc3)cc2cc(Cc2cccc(C)c2)[n+]1ON=O. The total energy comes out at -1938.27840 a.u. The value obtained for the energy above the lowest of the compared OMol25 structures with the same formula, charge and spin is 0.00 kJ/mol. As for the HOMO-LUMO gap: 7.464 eV. The HOMO energy is -11.55 eV.

No. 3
Below is a molecular structure, C36H45Br2InN6O2Si, with properties calculated with wB97M-V/def2-TZVPD.

Structure (XYZ):
```
93
Properties=species:S:1:pos:R:3
In 0.39809 0.03136 -0.46759
Br -3.07918 1.07456 3.31862
C -2.77757 -0.60924 2.49943
C -3.49321 -1.71722 2.98081
C -3.34879 -2.94666 2.41063
Br -4.35791 -4.40370 3.08664
C -2.45688 -3.12984 1.32636
C -2.23374 -4.34964 0.65429
C -1.32848 -4.40805 -0.36582
C -0.62251 -3.24554 -0.71547
N -0.81681 -2.09593 -0.12227
C -1.72842 -2.01077 0.87425
C -1.90430 -0.68406 1.42382
O -1.27889 0.31062 0.91047
H -4.16789 -1.58449 3.81514
H -2.78796 -5.22839 0.95603
H -1.13851 -5.33259 -0.89379
H 0.13978 -3.27376 -1.48048
N -1.40744 -1.66512 -4.04875
C -0.53061 -1.03508 -3.24235
O -0.87238 -0.05007 -2.59683
C 0.89388 -1.54610 -3.19587
C 1.67250 -0.99700 -1.99724
H -2.37188 -1.37833 -4.01264
H -1.16427 -2.51958 -4.51511
H 1.34268 -1.25610 -4.15459
H 0.86850 -2.63859 -3.21512
H 2.24562 -0.12356 -2.31747
H 2.39465 -1.72488 -1.64046
C 3.94843 -3.70353 1.11278
C 2.86017 -2.99902 0.58059
N 2.33547 -1.92909 1.13538
C 2.86203 -1.50011 2.29806
C 3.96632 -2.11909 2.90415
C 4.50933 -3.24918 2.27458
C 4.49587 -1.60609 4.13757
C 3.92100 -0.55257 4.74334
C 2.76510 0.08466 4.17361
C 2.11500 1.15529 4.81193
C 1.00266 1.70056 4.23738
C 0.56157 1.18927 3.00639
N 1.16366 0.20893 2.37120
C 2.24000 -0.36129 2.95350
H 4.33045 -4.57698 0.60265
H 2.40670 -3.32805 -0.34679
H 5.36187 -3.74977 2.71820
H 5.36401 -2.08948 4.56871
H 4.31590 -0.16757 5.67569
H 2.49387 1.52034 5.75946
H 0.45692 2.50632 4.70905
H -0.31973 1.58782 2.52200
C -4.34808 3.06786 -0.03051
N -4.61575 2.21159 -1.17492
C -5.02042 2.84288 -2.41856
C -4.08604 0.99414 -1.19440
N -3.60286 -0.05583 -1.19618
H -5.26333 3.58604 0.26204
H -3.57975 3.80841 -0.26920
H -4.00535 2.45865 0.79887
H -5.97677 3.34980 -2.28050
H -5.13178 2.08726 -3.19195
H -4.27449 3.57404 -2.74285
C 0.12492 3.63149 0.65785
Si 0.98374 2.60514 -0.68071
C 0.33793 3.31898 -2.34961
C -1.19300 3.21701 -2.30424
C 0.71663 4.79212 -2.53586
C 0.84156 2.54638 -3.57552
C 2.87427 2.92982 -0.42420
C 3.13442 4.38037 0.00759
C 3.38168 2.01850 0.69961
C 3.70803 2.64129 -1.67663
H 0.10282 4.69117 0.38945
H 0.65243 3.54936 1.60987
H -0.90190 3.29317 0.81596
H -1.60542 3.82321 -1.49403
H -1.53408 2.18800 -2.17408
H -1.61444 3.59144 -3.24660
H 0.38969 5.41999 -1.70436
H 0.24002 5.17960 -3.44521
H 1.79231 4.92475 -2.65651
H 0.59972 1.48759 -3.51079
H 1.91728 2.64604 -3.71114
H 0.36151 2.94262 -4.47948
H 2.62938 4.62219 0.94414
H 2.81259 5.10579 -0.73861
H 4.20953 4.52999 0.16813
H 2.87156 2.21410 1.64655
H 4.45353 2.19115 0.85917
H 3.24968 0.95841 0.46125
H 3.52436 3.37163 -2.46537
H 3.51759 1.64767 -2.08881
H 4.77488 2.69241 -1.42683
```

As for the strongest force on any atom: 0.45 eV Å⁻¹. The calculation puts the LUMO energy at 0.1 eV. The total energy comes out at -7505.55847 a.u. The value obtained for the energy above the lowest of the compared OMol25 structures with the same formula, charge and spin is 168.11 kJ/mol. As for the HOMO-LUMO gap: 7.107 eV. The HOMO energy is -7.01 eV.